The following is a DFT calculation (ωB97M-V/def2-TZVPD) of a cluster of 2 separate species, C6H14N3O2P in total.

Last column: Löwdin charge in e.
Positions of all 26 atoms, in Å:
C  2.697  -0.952  0.603  0.023
C  1.689  -1.127  1.465  -0.155
N  0.716  -0.125  1.679  0.120
C  0.387  0.779  0.788  -0.383
N  0.963  1.006  -0.390  0.093
C  -0.127  1.471  -1.284  -0.143
C  -1.360  1.555  -0.337  -0.436
P  -2.605  0.217  -0.591  0.871
C  -1.582  -1.300  -0.596  -0.265
O  -3.364  0.155  0.870  -0.330
N  -0.721  1.625  1.015  0.062
H  3.090  0.005  0.310  0.074
H  3.071  -1.814  0.069  0.073
H  1.541  -2.045  2.014  0.110
H  0.207  -0.107  2.546  0.156
H  1.491  0.173  -0.914  0.085
H  -0.244  0.848  -2.162  0.104
H  0.097  2.489  -1.599  0.111
H  -1.885  2.493  -0.487  0.098
H  -0.881  -1.299  -1.428  0.012
H  -2.287  -2.121  -0.693  0.036
H  -1.048  -1.462  0.341  0.028
H  -2.747  -0.140  1.548  0.032
H  -0.389  2.556  1.222  0.129
O  1.309  -1.177  -1.773  -0.423
H  1.983  -1.703  -2.215  -0.080

Values from the calculation:
E: -24300.5850 eV
M: 191.17 g/mol
HOMO-LUMO gap: 7.8 eV
2S+1: 1

=====

The following is a DFT calculation (ωB97M-V/def2-TZVPD) of a cluster of 2 separate species, C2H4O3 in total.

Last column: Löwdin charge in e.
Positions of all 9 atoms, in Å:
O  0.523  0.743  1.046  -0.021
C  0.654  0.711  2.243  -0.052
H  1.384  0.126  2.820  0.103
H  0.024  1.332  2.885  0.096
O  -0.166  0.291  -2.738  0.433
C  -0.632  -0.707  -2.187  -0.117
O  -0.215  -0.989  -0.971  0.210
H  -1.384  -1.396  -2.608  0.217
H  -0.187  -0.111  -0.491  0.132

Values from the calculation:
E: -8269.5401 eV
M: 76.05 g/mol
HOMO-LUMO gap (alpha / beta): 8.4 / 3.8 eV
2S+1: 2
Charge: +1

=====

The following is a DFT calculation (ωB97M-V/def2-TZVPD) of a structure of composition C56H46IrNO4S3.

Last column: Löwdin charge in e.
Positions of all 111 atoms, in Å:
Ir  -0.949  0.685  -1.426  1.177
C  -3.183  1.159  7.155  -0.036
C  -2.543  0.962  5.808  -0.258
C  -3.311  0.794  4.662  -0.030
C  -2.715  0.620  3.419  -0.094
C  -1.332  0.605  3.317  -0.494
C  -0.545  0.776  4.453  -0.072
C  -1.152  0.952  5.683  -0.022
S  -0.542  0.404  1.737  1.011
O  0.972  3.242  0.604  0.070
C  0.033  -1.288  1.803  -0.417
C  -0.918  -2.327  1.974  -0.087
C  -0.514  -3.624  2.026  0.002
C  0.861  -3.964  1.909  -0.155
C  1.292  -5.310  1.973  -0.018
C  2.615  -5.623  1.855  -0.055
C  3.569  -4.601  1.660  -0.050
C  3.180  -3.293  1.597  -0.012
C  1.815  -2.937  1.732  -0.115
C  1.372  -1.576  1.685  -0.177
C  2.368  -0.481  1.529  -0.155
C  3.218  -0.110  2.607  -0.099
C  3.129  -0.738  3.878  -0.012
C  3.924  -0.329  4.907  -0.044
C  4.852  0.724  4.724  -0.044
C  4.958  1.345  3.515  -0.013
C  4.139  0.952  2.427  -0.131
C  4.218  1.615  1.176  0.012
C  3.381  1.284  0.156  -0.053
C  2.477  0.219  0.354  -0.310
S  1.304  -0.114  -0.921  0.924
O  1.505  0.897  -2.026  -0.470
C  1.677  -1.760  -1.409  -0.380
C  0.663  -2.703  -1.393  -0.080
C  0.966  -4.017  -1.704  -0.017
C  2.265  -4.391  -2.038  -0.243
C  2.600  -5.819  -2.361  -0.023
C  3.262  -3.412  -2.069  -0.011
C  2.983  -2.099  -1.747  -0.037
H  -4.265  1.057  7.103  0.080
H  -2.953  2.151  7.546  0.090
H  -2.801  0.434  7.874  0.089
H  -4.391  0.794  4.739  0.117
H  -3.324  0.482  2.534  0.095
H  0.535  0.777  4.366  0.105
H  -0.539  1.094  6.565  0.124
H  -1.965  -2.069  2.072  0.084
H  -1.239  -4.418  2.157  0.126
H  0.553  -6.087  2.128  0.121
H  2.939  -6.653  1.923  0.114
H  4.616  -4.857  1.564  0.115
H  3.922  -2.517  1.454  0.124
H  2.422  -1.545  4.025  0.124
H  3.848  -0.811  5.872  0.115
H  5.477  1.033  5.550  0.116
H  5.663  2.154  3.371  0.122
H  4.949  2.403  1.045  0.129
H  3.418  1.790  -0.799  0.118
H  -0.349  -2.416  -1.130  0.094
H  0.181  -4.764  -1.685  0.129
H  1.703  -6.429  -2.450  0.084
H  3.225  -6.247  -1.575  0.089
H  3.160  -5.885  -3.294  0.091
H  4.274  -3.691  -2.338  0.130
H  3.764  -1.348  -1.763  0.131
S  -3.406  -1.304  -0.374  0.853
C  -2.293  -0.344  -0.759  -0.907
C  -4.361  2.053  -5.525  -0.025
O  -3.966  2.531  -4.234  -0.104
C  -2.906  3.377  -4.139  -0.246
C  -1.977  3.629  -5.138  -0.007
C  -0.963  4.552  -4.911  -0.041
C  -0.869  5.231  -3.705  -0.048
C  -1.770  4.952  -2.692  -0.003
C  -2.760  4.011  -2.904  -0.160
N  -3.753  3.712  -1.928  0.168
C  -3.720  3.725  -0.627  0.048
C  -2.622  3.782  0.282  -0.133
C  -2.917  4.248  1.585  -0.019
C  -1.920  4.374  2.520  -0.043
C  -0.602  4.045  2.186  0.037
C  -0.305  3.548  0.935  -0.284
C  -1.319  3.337  -0.013  -0.302
O  -1.011  2.704  -1.137  -0.231
H  -4.098  2.758  -6.310  0.095
H  -5.441  1.941  -5.497  0.102
H  -3.899  1.085  -5.722  0.098
H  -2.031  3.113  -6.085  0.119
H  -0.243  4.745  -5.696  0.119
H  -0.101  5.977  -3.552  0.117
H  -1.722  5.481  -1.749  0.133
H  -4.650  3.482  -2.347  0.174
H  -4.707  3.702  -0.175  0.157
H  -3.931  4.544  1.822  0.123
H  -2.144  4.750  3.508  0.121
H  0.201  4.180  2.898  0.139
H  0.993  3.058  -0.347  0.095
C  -1.412  0.488  -3.426  -0.175
C  -0.935  -0.812  -3.904  -0.297
C  0.381  -0.964  -4.362  -0.038
C  0.809  -2.180  -4.864  -0.053
C  -0.069  -3.255  -4.920  -0.052
C  -1.381  -3.118  -4.471  -0.056
C  -1.808  -1.908  -3.962  -0.042
H  -2.488  0.638  -3.501  0.071
H  -0.846  1.342  -3.809  0.084
H  1.053  -0.117  -4.333  0.115
H  1.826  -2.291  -5.218  0.119
H  0.262  -4.201  -5.329  0.117
H  -2.066  -3.952  -4.540  0.115
H  -2.831  -1.793  -3.621  0.110

Values from the calculation:
E: -103828.4168 eV
M: 1085.40 g/mol
HOMO-LUMO gap (alpha / beta): 5.3 / 5.5 eV
2S+1: 1
Charge: +2

=====

The following is a DFT calculation (ωB97M-V/def2-TZVPD) of a structure of composition CH2KO3.

Last column: Löwdin charge in e.
Positions of all 7 atoms, in Å:
H  -0.906  -1.786  0.056  0.331
O  0.692  0.221  -1.108  0.140
C  0.468  -0.839  -0.347  -0.611
O  0.127  -1.949  -0.859  0.094
O  -0.465  -0.581  0.516  -0.135
K  -0.547  1.893  1.234  1.024
H  1.640  0.329  -1.266  0.155

Values from the calculation:
E: -23528.7845 eV
M: 101.12 g/mol
HOMO-LUMO gap: 10.1 eV
2S+1: 1
Charge: +1

=====

The following is a DFT calculation (ωB97M-V/def2-TZVPD) of the molecule C5H7ClN2OS.

Last column: Löwdin charge in e.
Positions of all 17 atoms, in Å:
C  -1.255  -1.611  1.547  -0.102
C  -1.958  -0.268  -0.457  -0.586
C  -2.119  -0.551  1.097  -0.095
C  0.723  -1.094  0.316  -0.997
C  2.158  0.947  -0.773  -0.397
N  -0.039  -1.737  1.158  -0.023
N  -0.703  0.105  -0.731  0.072
O  -2.924  -0.426  -1.173  0.041
S  1.764  0.219  0.830  0.861
Cl  1.431  -2.223  -0.901  0.625
H  -1.657  -2.433  2.253  0.157
H  -3.174  -0.697  1.476  0.132
H  -1.800  0.477  1.526  0.159
H  1.271  1.284  -1.206  -0.014
H  2.658  0.164  -1.510  0.074
H  2.857  1.742  -0.637  0.024
H  -0.428  0.149  -1.700  0.069

Values from the calculation:
E: -33681.2095 eV
M: 178.64 g/mol
HOMO-LUMO gap: 8.4 eV
2S+1: 1

=====

The following is a DFT calculation (ωB97M-V/def2-TZVPD) of a structure of composition C18H43AuN3NbOSi2.

Last column: Löwdin charge in e.
Positions of all 69 atoms, in Å:
N  -1.822  -0.820  -0.117  -0.052
C  -3.008  -0.977  -0.347  -0.373
O  -4.170  -0.906  -0.554  0.212
Au  -0.689  2.574  0.445  0.822
Nb  0.022  -0.047  -0.188  1.645
N  0.109  1.670  -1.386  -0.358
N  0.650  -1.465  -1.454  -0.207
C  -0.523  2.369  -2.531  -0.672
C  0.115  -2.458  -2.395  -0.643
C  -0.358  3.879  -2.337  -0.039
C  0.105  1.936  -3.864  -0.013
C  -2.017  2.049  -2.492  -0.043
C  -0.524  -3.592  -1.597  -0.026
C  1.199  -3.009  -3.320  -0.026
C  -0.981  -1.803  -3.223  -0.034
H  -0.845  4.158  -1.390  0.060
H  -0.856  4.407  -3.162  0.117
H  0.696  4.163  -2.303  0.090
H  1.149  2.269  -3.945  0.089
H  -0.468  2.410  -4.678  0.114
H  0.048  0.845  -4.002  0.068
H  -2.197  0.972  -2.644  0.077
H  -2.526  2.622  -3.283  0.114
H  -2.465  2.344  -1.526  0.069
H  0.228  -4.110  -0.995  0.081
H  -0.980  -4.297  -2.303  0.111
H  -1.309  -3.211  -0.931  0.067
H  1.909  -3.639  -2.774  0.093
H  1.727  -2.199  -3.831  0.096
H  0.716  -3.631  -4.085  0.108
H  -1.324  -2.546  -3.957  0.110
H  -0.606  -0.921  -3.761  0.064
H  -1.828  -1.515  -2.587  0.057
C  1.594  1.869  -1.298  -0.119
H  2.022  1.171  -0.537  0.054
H  2.087  1.654  -2.264  0.107
H  1.830  2.895  -0.959  0.101
C  2.054  -1.580  -1.028  -0.140
H  2.212  -0.965  -0.116  0.046
H  2.320  -2.623  -0.781  0.102
H  2.746  -1.211  -1.807  0.109
C  -1.528  -2.078  2.739  -0.174
Si  0.266  -1.581  2.603  0.390
C  0.891  -1.503  4.389  -0.169
C  1.204  -2.998  1.823  -0.163
C  0.666  0.076  1.822  -0.546
Si  0.023  1.667  2.703  0.364
C  1.520  1.785  3.883  -0.156
C  -0.056  3.635  2.399  -0.208
C  -1.640  1.416  3.529  -0.174
H  -1.600  -2.823  3.545  0.062
H  -1.900  -2.552  1.825  0.017
H  -2.197  -1.250  2.993  0.022
H  0.817  -2.505  4.831  0.054
H  1.944  -1.206  4.434  0.042
H  0.309  -0.822  5.022  0.040
H  0.694  -3.443  0.964  0.012
H  2.216  -2.717  1.518  0.035
H  1.298  -3.780  2.590  0.063
H  1.770  0.182  1.803  0.037
H  2.435  1.960  3.301  0.054
H  1.396  2.629  4.570  0.053
H  1.695  0.894  4.491  0.019
H  -0.756  4.168  1.719  0.019
H  -0.489  3.863  3.390  0.076
H  0.956  4.049  2.311  0.063
H  -2.444  1.325  2.787  0.039
H  -1.684  0.555  4.205  0.040
H  -1.850  2.321  4.117  0.051

Values from the calculation:
E: -46865.2679 eV
M: 663.61 g/mol
HOMO-LUMO gap: 7.3 eV
2S+1: 1
Charge: +2